{
  "formula": "C12H26NO2P2Zr",
  "method": "ωB97M-V/def2-TZVPD",
  "elements": ["Zr", "P", "P", "O", "O", "N", "C", "C", "C", "C", "C", "C", "C", "C", "C", "C", "C", "C", "H", "H", "H", "H", "H", "H", "H", "H", "H", "H", "H", "H", "H", "H", "H", "H", "H", "H", "H", "H", "H", "H", "H", "H", "H", "H"],
  "xyz": [[0.74, 0.72, 0.59], [-1.22, 0.62, 2.21], [2.16, 0.24, -1.48], [1.54, 2.70, 1.27], [1.13, -1.71, 1.20], [-0.88, 0.81, -0.89], [3.45, 1.29, -2.18], [-3.16, 1.28, -1.41], [0.80, -4.75, 1.21], [-2.17, 1.00, -0.48], [-2.87, 1.31, -2.76], [-2.56, 0.89, 0.98], [-1.67, -0.94, 3.00], [2.79, -1.44, -1.73], [-0.59, 0.76, -2.22], [-1.54, 1.88, 3.48], [-1.57, 1.03, -3.16], [0.79, 0.37, -2.71], [2.35, -1.89, -2.64], [1.83, -1.59, 1.87], [0.73, -0.63, -3.18], [2.25, 2.84, 1.92], [1.29, 3.53, 0.95], [-1.69, -0.78, 4.09], [-4.17, 1.47, -1.02], [0.18, -4.13, 0.57], [1.39, -5.45, 0.60], [4.34, 0.68, -2.37], [-2.52, 2.35, 3.31], [-1.51, 1.39, 4.46], [-3.64, 1.54, -3.49], [1.10, 1.02, -3.42], [-3.09, 1.81, 1.29], [1.47, -4.08, 1.77], [-0.75, 2.65, 3.43], [3.88, -1.39, -1.82], [-3.27, 0.05, 1.12], [-1.28, 1.01, -4.21], [-0.90, -1.68, 2.74], [3.10, 1.76, -3.11], [2.51, -2.04, -0.85], [-2.65, -1.28, 2.65], [0.17, -5.32, 1.90], [3.71, 2.08, -1.46]],
  "lowdin_charge": [1.702, 0.775, 0.785, -0.052, -0.364, -0.080, -0.201, 0.037, -0.050, -0.276, 0.063, -0.248, -0.192, -0.196, -0.267, -0.204, 0.039, -0.235, 0.079, -0.012, 0.129, 0.149, 0.086, 0.076, 0.154, -0.002, 0.032, 0.076, 0.077, 0.076, 0.155, 0.063, 0.116, -0.004, 0.048, 0.075, 0.122, 0.155, 0.040, 0.075, 0.036, 0.077, 0.032, 0.052],
  "energy_ev": -38280.415,
  "lumo_energy_ha": -0.4625,
  "homo_energy_ev": -19.4117,
  "charge": 3,
  "multiplicity": 1
}



{
  "formula": "C12H27AlNO2",
  "method": "ωB97M-V/def2-TZVPD",
  "elements": ["Al", "O", "O", "N", "C", "C", "C", "C", "C", "C", "C", "C", "C", "C", "C", "C", "H", "H", "H", "H", "H", "H", "H", "H", "H", "H", "H", "H", "H", "H", "H", "H", "H", "H", "H", "H", "H", "H", "H", "H", "H", "H", "H"],
  "xyz": [[0.35, 3.04, -1.44], [4.07, 2.12, 0.41], [5.49, 0.63, 1.30], [-0.66, 2.73, 0.11], [-1.54, -2.07, 2.32], [2.32, 3.26, -0.94], [0.38, -0.67, -1.68], [4.37, 1.00, 1.04], [-0.46, 0.24, -2.60], [0.26, -1.99, 0.54], [0.15, 1.62, -2.89], [0.03, -0.64, -0.19], [-2.95, -2.54, 2.70], [-4.04, -1.94, 1.79], [3.02, 1.97, -0.62], [-1.06, -2.64, 0.98], [0.82, -2.66, -0.11], [-0.91, -3.72, 1.11], [-2.98, -3.64, 2.61], [-1.48, 0.32, -2.21], [3.51, 1.56, -1.51], [0.85, -1.81, 1.44], [-1.03, -0.37, -0.10], [-4.90, -1.61, 2.37], [2.32, 1.21, -0.25], [-0.82, -2.36, 3.09], [1.15, 1.43, -3.34], [1.43, -0.41, -1.85], [2.42, 3.96, -0.10], [-0.13, 4.46, -2.10], [2.80, 3.74, -1.81], [-0.13, 2.58, 0.96], [-1.83, -2.49, 0.22], [3.49, 0.41, 1.35], [-4.41, -2.66, 1.05], [-3.66, -1.07, 1.25], [0.57, 0.16, 0.33], [-3.17, -2.27, 3.73], [-0.45, 2.09, -3.68], [-0.56, -0.32, -3.55], [0.26, -1.71, -2.03], [-1.38, 2.02, 0.05], [-1.53, -0.97, 2.27]],
  "lowdin_charge": [0.174, -0.038, 0.051, -0.094, -0.241, -0.243, -0.218, -0.391, -0.306, -0.206, -0.276, -0.216, -0.264, -0.113, -0.258, -0.227, 0.099, 0.107, 0.098, 0.092, 0.118, 0.100, 0.091, 0.061, 0.068, 0.108, 0.039, 0.101, 0.050, -0.091, 0.039, -0.038, 0.109, 0.137, 0.065, 0.068, 0.077, 0.095, 0.025, 0.084, 0.097, -0.048, 0.114],
  "energy_ev": -25066.037,
  "lumo_energy_ha": 0.1089,
  "homo_energy_ev": -4.4234,
  "charge": -1,
  "multiplicity": 1
}



{
  "formula": "C12H27BO3",
  "method": "ωB97M-V/def2-TZVPD",
  "elements": ["O", "O", "O", "C", "C", "C", "C", "C", "C", "C", "C", "C", "C", "C", "C", "B", "H", "H", "H", "H", "H", "H", "H", "H", "H", "H", "H", "H", "H", "H", "H", "H", "H", "H", "H", "H", "H", "H", "H", "H", "H", "H", "H"],
  "xyz": [[1.07, -0.72, 0.60], [-0.11, 0.43, -1.33], [-1.34, -0.62, 0.45], [-4.34, 1.73, 0.60], [1.10, -3.07, 1.03], [1.14, 0.69, -1.94], [-3.47, 0.52, 0.99], [3.33, 1.86, -1.94], [1.96, 1.82, -1.33], [2.62, -3.11, 0.88], [0.78, -1.76, 1.57], [0.38, -3.16, -0.37], [-2.72, 0.85, 2.30], [1.20, 3.14, -1.27], [-2.38, 0.19, -0.07], [-0.09, -0.30, -0.12], [1.32, -1.57, 2.52], [3.10, -3.02, 1.87], [-5.18, 1.93, 1.26], [-1.85, 1.16, -0.45], [0.79, -2.41, -1.09], [2.98, -4.06, 0.44], [3.04, -2.33, 0.24], [2.10, 1.49, -0.28], [-2.55, -0.18, -1.11], [-1.67, 1.19, 2.00], [-3.74, 2.61, 0.64], [-0.30, -1.79, 1.85], [-0.68, -3.00, -0.19], [0.54, -4.15, -0.76], [1.72, -0.19, -2.06], [0.33, 3.16, -0.67], [3.25, 1.90, -3.06], [-4.87, 1.68, -0.36], [0.76, 0.87, -2.93], [4.01, 2.67, -1.67], [0.75, -3.95, 1.64], [1.93, 3.90, -0.92], [3.95, 0.94, -1.70], [-3.27, 1.62, 2.88], [0.98, 3.49, -2.24], [-4.04, -0.42, 1.16], [-2.55, -0.03, 2.94]],
  "lowdin_charge": [0.068, 0.060, 0.008, -0.085, -0.391, -0.181, -0.364, -0.081, -0.404, -0.078, -0.211, -0.036, -0.070, -0.045, -0.186, -0.692, 0.140, 0.078, 0.069, 0.142, 0.092, 0.079, 0.079, 0.138, 0.142, 0.100, 0.066, 0.136, 0.082, 0.073, 0.116, 0.063, 0.096, 0.083, 0.134, 0.071, 0.162, 0.088, 0.096, 0.081, 0.066, 0.136, 0.080],
  "energy_ev": -19703.048,
  "lumo_energy_ha": 0.0307,
  "homo_energy_ev": -9.9271,
  "smiles": "CC(C)COB(OCC(C)C)OCC(C)C",
  "multiplicity": 1
}



{
  "formula": "C12H27CeCl2O2P2",
  "method": "ωB97M-V/def2-TZVPD",
  "elements": ["Ce", "Cl", "Cl", "P", "P", "O", "O", "C", "C", "C", "C", "C", "C", "C", "C", "C", "C", "C", "C", "H", "H", "H", "H", "H", "H", "H", "H", "H", "H", "H", "H", "H", "H", "H", "H", "H", "H", "H", "H", "H", "H", "H", "H", "H", "H", "H"],
  "xyz": [[0.19, -1.48, -1.62], [2.65, -0.18, -1.01], [2.20, -2.79, -1.95], [0.13, 0.11, 1.57], [-0.38, 1.45, -2.05], [-2.45, -2.23, -2.55], [-2.78, 0.45, 0.07], [0.91, 2.66, -1.92], [1.22, -1.99, 3.24], [2.44, 1.22, 3.05], [0.74, -1.58, 1.81], [-1.15, -3.68, -4.30], [1.62, 1.19, 1.77], [-1.79, 2.57, -2.05], [-0.30, 1.01, -3.83], [-0.65, 0.50, 3.23], [-1.95, -0.19, 3.59], [-1.57, -2.72, -3.19], [-1.81, -0.10, -0.25], [2.27, 0.89, 0.92], [-1.68, 3.31, -2.85], [-1.27, 0.63, -4.21], [2.88, 0.25, 3.30], [1.54, -1.75, 1.07], [-0.82, 1.59, 3.22], [-0.55, -4.54, -3.91], [-2.35, 0.22, 4.52], [3.26, 1.92, 2.96], [-1.83, -1.27, 3.74], [1.30, -3.10, 3.29], [1.84, 1.55, 3.92], [-1.83, 3.12, -1.11], [-2.73, 2.06, -2.19], [-0.10, -2.24, 1.56], [0.53, -1.69, 4.04], [-2.17, -3.92, -4.68], [1.87, 2.18, -1.87], [0.79, 3.24, -1.02], [1.28, 2.21, 1.54], [0.88, 3.32, -2.76], [0.10, 0.34, 4.02], [-0.47, -3.14, -5.03], [-2.71, -0.04, 2.82], [0.50, 0.28, -4.06], [2.23, -1.60, 3.49], [-0.08, 1.96, -4.32]],
  "lowdin_charge": [0.401, 0.162, 0.270, 1.108, 0.760, 0.225, 0.134, -0.236, -0.071, -0.082, -0.401, 0.095, -0.381, -0.220, -0.217, -0.332, -0.113, -0.148, -0.215, -0.028, 0.090, 0.075, 0.071, 0.046, 0.111, 0.154, 0.104, 0.109, 0.086, 0.108, 0.091, 0.077, 0.060, 0.086, 0.079, 0.153, 0.005, 0.069, 0.095, 0.080, 0.094, 0.153, 0.063, 0.053, 0.089, 0.086],
  "energy_ev": -73494.878,
  "lumo_energy_ha": [-0.5368, -0.5371],
  "homo_energy_ev": [-18.6048, -18.5974],
  "charge": 3,
  "multiplicity": 1
}



{
  "formula": "C12H27ClNO11P2",
  "method": "ωB97M-V/def2-TZVPD",
  "elements": ["Cl", "P", "P", "O", "O", "O", "O", "O", "O", "O", "O", "O", "O", "O", "N", "C", "C", "C", "C", "C", "C", "C", "C", "C", "C", "C", "C", "H", "H", "H", "H", "H", "H", "H", "H", "H", "H", "H", "H", "H", "H", "H", "H", "H", "H", "H", "H", "H", "H", "H", "H", "H", "H", "H"],
  "xyz": [[0.55, 1.11, -4.12], [-0.62, 4.30, 0.98], [1.70, -2.80, 3.22], [-2.13, 3.93, 0.52], [-1.10, 4.41, 2.57], [0.43, -3.57, 3.91], [-0.66, 0.25, -1.94], [-0.22, 4.97, -0.50], [0.25, -2.75, -5.73], [1.09, -2.94, 1.69], [2.92, -3.63, 3.16], [0.30, 3.15, 1.03], [1.95, -1.91, 4.60], [-1.95, -2.61, -5.47], [1.83, -1.62, -1.80], [1.01, -0.86, 4.90], [0.27, -1.84, 1.21], [0.65, -3.37, -3.02], [-0.86, -2.75, -4.96], [0.41, 0.32, -2.43], [-0.43, 6.39, -0.66], [-2.31, 2.95, -0.52], [0.26, -4.95, 3.63], [1.74, -0.21, -1.85], [1.71, -2.25, -3.10], [-0.75, -2.95, -3.47], [-1.90, 5.54, 2.96], [-2.86, 5.52, 2.45], [1.76, 0.15, -0.82], [-0.07, -2.08, 0.21], [2.65, -2.77, -3.37], [0.99, -4.29, -3.50], [1.36, -0.36, 5.80], [-2.07, 5.47, 4.03], [-1.47, 2.27, -0.60], [-1.38, 6.47, 2.75], [2.60, 0.30, -2.35], [-0.47, -5.08, 2.83], [-0.12, -5.44, 4.53], [0.02, -1.28, 5.09], [-2.46, 3.45, -1.47], [1.20, -5.42, 3.33], [0.19, 6.95, 0.03], [-0.60, -1.71, 1.87], [-3.21, 2.38, -0.28], [0.96, -0.14, 4.09], [0.85, -0.92, 1.18], [0.04, -2.13, -6.44], [0.58, -3.61, -1.96], [-1.02, -2.03, -2.96], [-0.15, 6.65, -1.68], [-1.49, 6.64, -0.51], [1.51, -1.55, -3.92], [-1.46, -3.72, -3.16]],
  "lowdin_charge": [0.453, 0.543, 0.533, -0.273, -0.224, -0.275, 0.012, -0.227, 0.091, -0.220, -0.263, -0.245, -0.226, 0.069, -0.125, -0.115, -0.099, -0.203, -0.520, -0.704, -0.119, -0.085, -0.121, -0.378, -0.343, -0.103, -0.119, 0.082, 0.088, 0.068, 0.086, 0.096, 0.081, 0.084, 0.066, 0.077, 0.080, 0.083, 0.080, 0.080, 0.087, 0.081, 0.079, 0.081, 0.089, 0.083, 0.077, 0.118, 0.088, 0.107, 0.086, 0.084, 0.063, 0.115],
  "energy_ev": -67994.683,
  "lumo_energy_ha": 0.0383,
  "homo_energy_ev": -2.4380,
  "charge": -1,
  "multiplicity": 1
}